This record from OMol25 describes a structure of composition C30H28BBrCaCl3FIMgNO21. The level of theory is the ωB97M-V functional and the def2-TZVPD basis.

Output
HOMO	-2.3	eV
Kohn-Sham gap	1.86	eV
total charge	-2
2S+1	1

Structure (XYZ):
```
89
Properties=species:S:1:pos:R:3:forces:R:3:mulliken_charge:R:1
C -0.022890 1.124448 3.625393 0.5 0.6 0.7 0.3725
C -0.510561 0.433528 2.785534 -0.3 -0.5 -1.1 -0.8482
C -0.867343 -0.311095 1.568892 -0.1 0.0 -0.4 -1.5136
C 0.140838 -0.040159 0.449180 -0.4 -0.4 0.7 0.8168
C 1.259686 -0.884885 0.430590 0.2 0.4 -0.6 -0.3227
O 1.354194 -1.815666 1.425212 0.4 2.4 0.7 -0.5282
C 2.256855 -0.753578 -0.573846 -0.5 -0.4 0.0 1.7315
C 3.489892 -1.620372 -0.541446 0.3 0.4 0.5 -2.1574
C 2.055286 0.247856 -1.539368 0.2 -0.1 -0.3 0.9570
C 0.921016 1.082005 -1.518273 -0.4 0.3 -0.4 0.6467
C -0.046997 0.955831 -0.500193 1.3 0.5 -1.1 1.7524
C -1.239955 1.857165 -0.488789 0.0 -1.0 0.3 -2.2049
I -0.788361 3.993053 -0.544919 -0.4 0.3 0.2 -0.1136
C -2.212927 1.502549 -1.578970 -2.3 -0.6 1.6 1.1023
C -3.666395 1.843086 -1.148223 0.3 -0.3 -0.9 -0.8347
C 0.808023 2.093982 -2.632232 0.6 -0.1 -0.2 -0.7845
O -0.229851 2.454527 -3.200328 -0.2 0.4 0.1 -0.5753
C 2.089559 2.685610 -3.110908 -0.3 -0.5 0.5 -0.3787
C 3.153588 1.888786 -3.121098 0.6 0.3 0.0 0.0522
O 4.379153 2.350013 -3.559832 -0.4 -0.4 0.4 -0.5259
C 3.060969 0.476218 -2.623704 -0.9 0.3 0.5 0.3019
O 3.772991 -0.396780 -3.121457 0.5 0.5 0.0 -0.7676
H 0.584060 1.743373 4.251096 -0.2 -0.1 0.1 0.4278
H -1.870529 -0.052543 1.214155 0.0 -0.2 0.2 0.4766
H -0.855981 -1.391676 1.735284 -0.1 0.2 0.1 0.3660
H 1.992722 -1.412646 2.051223 0.0 -0.2 0.0 0.2002
H 4.300592 -0.996194 -0.133901 -0.1 -0.1 -0.2 0.2788
H 3.776023 -2.018577 -1.508731 -0.1 0.1 0.1 0.4021
H 3.361587 -2.463386 0.125342 -0.1 0.2 0.0 0.5218
H -1.757345 1.707736 0.459655 0.2 0.5 -0.1 1.0401
H -2.182306 0.382383 -1.739549 0.4 0.1 -0.7 -0.3569
H -1.947748 2.040249 -2.466103 0.5 -1.1 -0.1 -0.6623
H -4.322998 1.138286 -1.678669 -0.1 0.3 0.1 0.3290
H -3.827750 1.686356 -0.078400 0.0 0.1 -0.2 0.2054
H -3.932338 2.899239 -1.358542 -0.2 -0.1 0.2 0.3582
H 2.158711 3.718293 -3.442977 -0.3 -0.2 -0.3 0.5836
H 4.770581 2.763288 -2.777608 0.3 0.0 -0.2 0.3583
Ca -2.481791 3.511555 -3.644001 2.5 -0.4 0.2 1.6389
O 2.569782 2.031259 2.675812 0.0 0.1 -0.1 -0.6451
Cl 3.693194 1.226185 2.262050 0.1 0.3 0.0 1.6342
O 4.901429 1.720889 2.866788 0.0 -0.1 -0.1 -0.6957
O 3.817533 1.277779 0.822705 0.0 0.0 0.0 -0.6636
O 3.469464 -0.153199 2.677670 -0.1 0.0 0.0 -0.7206
B 0.098450 -6.225717 -1.257793 0.1 0.7 0.1 0.9880
O 0.011245 -6.332272 -2.732527 0.0 -0.6 0.4 -0.4652
C -0.082607 -7.611324 -3.050557 0.0 0.6 -1.0 0.5491
O -0.170538 -8.056136 -4.161227 0.0 -0.2 0.2 -0.6012
C -0.062110 -8.431124 -1.770099 0.0 -0.4 0.8 0.9025
O -0.132999 -9.641927 -1.700578 0.1 -0.1 -0.2 -0.4439
O 0.042207 -7.628497 -0.746532 -0.1 -0.1 -0.5 -0.4314
O 1.341606 -5.562605 -0.839417 -0.6 -0.1 0.1 -0.5724
C 1.020948 -4.478130 -0.126142 1.1 0.0 -0.1 0.5508
O 1.798010 -3.716849 0.370910 -0.3 -2.1 -0.9 -0.5801
C -0.494667 -4.390784 -0.047789 -0.9 0.3 0.0 0.5980
O -1.129792 -3.551609 0.519188 0.1 -0.1 0.1 -0.5484
O -1.009373 -5.425167 -0.713812 0.4 -0.2 0.0 -0.5718
Mg 0.996923 -11.496810 -2.645288 -0.1 0.1 0.0 -0.5180
Cl 5.948102 -0.741026 5.636037 0.0 0.0 0.0 -0.1580
C 4.793123 -0.389065 6.943476 0.0 -0.1 0.1 -0.4841
C 3.494038 0.178105 6.426770 -0.2 0.0 0.0 -0.3623
Cl 3.691459 1.809439 5.751063 0.0 0.0 0.2 -0.1629
H 5.273611 0.293320 7.641798 0.0 0.1 -0.1 0.2940
H 4.601907 -1.330473 7.458723 0.0 0.0 0.0 0.2970
H 2.779213 0.256349 7.246361 0.1 0.0 0.0 0.3403
H 3.061577 -0.452034 5.651165 0.1 0.1 -0.1 0.2195
C -3.604438 -4.138813 -2.550809 0.1 0.1 -0.1 -0.6457
C -4.058916 -2.796457 -2.213255 -0.1 0.3 0.1 0.4562
N -4.432258 -1.745135 -1.945634 -0.9 -0.2 0.1 -0.4728
H -2.755858 -4.074120 -3.229839 0.1 0.1 0.1 0.1899
H -3.295151 -4.660714 -1.648735 0.1 0.0 0.0 0.0682
H -4.411373 -4.694860 -3.030195 0.0 0.0 0.0 0.4009
Br 2.755167 -2.223643 -3.936126 -0.2 -0.2 -0.2 -0.1077
F -1.999089 -1.389479 -2.457528 0.7 0.9 0.0 -0.9349
O -4.955320 4.571678 -0.052125 0.0 0.0 -0.1 -0.6121
C -4.760588 4.755413 1.117084 -0.2 0.1 -0.2 0.4985
O -4.611443 3.746090 1.996969 0.0 0.1 -0.1 -0.3451
C -4.496531 4.266436 3.332558 0.1 0.0 0.3 -0.4444
C -4.033065 5.703408 3.157298 0.0 0.2 0.0 -0.4824
C -4.684676 6.088864 1.832116 0.4 -0.1 0.4 -0.3797
H -5.474056 4.199286 3.815793 0.0 0.0 -0.1 0.2477
H -3.785256 3.665632 3.894326 0.0 -0.2 -0.2 0.3479
H -4.306513 6.348564 3.990518 0.0 -0.1 0.0 0.3260
H -2.947341 5.731693 3.053174 0.0 0.0 0.0 0.2593
H -5.696635 6.474561 1.967575 0.0 0.0 -0.1 0.2712
H -4.080961 6.797090 1.270816 -0.2 0.0 -0.2 0.2738
C 1.067184 4.429432 -6.244104 1.0 0.6 -0.2 0.7643
O -0.015995 3.904830 -5.866770 -1.2 -0.2 0.5 -0.6139
O 1.702671 4.051171 -7.273463 -0.4 -0.4 -0.1 -0.5522
O 1.636442 5.388671 -5.627860 -0.4 0.0 0.5 -0.6074
```
Forces are in eV/Å.

This record from OMol25 describes a structure of composition C30H28BFN3O4OsS. The level of theory is the ωB97M-V functional and the def2-TZVPD basis.

Output
HOMO (spin up / spin down)	-2.6 / -4.7	eV
Kohn-Sham gap (spin up / spin down)	5.03 / 6.55	eV
total charge	-1
energy relative to the best compared isomer or geometry (same formula, charge and spin)	3.4	kcal/mol
2S+1	5

Structure (XYZ):
```
69
Properties=species:S:1:pos:R:3:forces:R:3:mulliken_spin:R:1
Os -0.901766 -0.756087 1.855364 0.6 0.3 -0.9 2.3707
O -3.092991 4.279009 2.019464 0.0 -0.1 0.1 0.0016
C -2.477901 4.274078 0.825584 0.0 -0.2 -0.1 0.0301
C -2.503085 5.446459 0.074334 0.0 0.1 -0.1 -0.0151
C -1.918958 5.499012 -1.178667 0.0 -0.1 0.1 0.0267
C -1.294793 4.373792 -1.705309 0.0 0.1 -0.1 -0.0154
C -1.243276 3.213040 -0.957545 0.0 0.0 0.1 0.0280
C -1.818936 3.137012 0.312575 0.1 0.2 -0.2 0.0029
C -1.696258 1.882930 1.069232 -0.2 -0.2 0.5 0.0805
O -0.943262 0.937895 0.586431 -0.2 -0.5 0.1 0.1171
N -2.373613 1.778025 2.199068 -0.1 0.5 -0.3 -0.0581
N -2.172213 0.576643 2.782896 0.3 -0.5 0.3 0.2806
C -2.853781 0.090718 3.812373 0.0 0.1 -0.1 0.1552
C -2.551433 -1.231512 4.183438 0.0 0.1 -0.1 0.1695
C -3.153188 -1.913369 5.265660 0.0 -0.1 0.1 0.0349
C -2.772433 -3.187815 5.576197 0.0 0.1 0.0 0.0278
C -1.773165 -3.817584 4.802293 0.0 0.0 0.0 0.1645
C -1.229739 -3.126666 3.745662 0.1 -0.2 0.0 -0.0951
N -1.586611 -1.881669 3.414176 -0.4 -0.3 0.4 0.1366
H -3.008849 3.355577 2.384387 0.0 0.1 0.0 0.0007
H -2.994137 6.314027 0.496948 0.0 0.0 0.0 -0.0009
H -1.950025 6.422822 -1.743219 0.0 0.0 0.0 0.0029
H -0.845302 4.409488 -2.689653 0.0 0.0 0.0 -0.0003
H -0.745348 2.329835 -1.335147 0.0 0.0 0.0 0.0026
H -3.605318 0.682427 4.321495 0.0 0.0 0.0 0.0206
H -3.909130 -1.396044 5.842237 0.0 0.0 0.0 0.0026
H -3.214256 -3.708570 6.416205 -0.1 0.0 0.0 0.0042
H -1.442660 -4.821869 5.022792 0.1 0.0 0.0 0.0144
H -0.461308 -3.574900 3.127835 0.0 0.1 0.0 0.0204
S 1.483841 -1.006489 2.708069 -0.3 0.1 0.2 0.2100
F -6.796719 -2.061811 1.469548 0.0 0.0 0.0 0.0025
C -5.474728 -2.138653 1.159785 0.1 0.0 0.0 0.0578
C -4.740231 -3.215132 1.613938 -0.1 0.0 0.0 -0.0177
C -3.395241 -3.288863 1.298636 0.2 0.1 -0.1 0.0835
C -2.753554 -2.285899 0.549322 -0.6 -0.1 -0.2 0.0437
C -1.304280 -2.290766 0.329706 0.5 0.7 0.5 0.0689
C -3.558517 -1.228328 0.080852 0.2 -0.1 0.0 -0.0019
C -4.904873 -1.146331 0.386824 -0.1 0.0 0.0 -0.0406
H -5.221511 -3.980907 2.209166 0.0 0.0 0.0 0.0006
H -2.810249 -4.126442 1.658011 0.0 0.0 0.0 0.0101
H -1.001537 -1.822181 -0.607561 0.0 -0.2 -0.1 0.0008
H -0.836669 -3.265965 0.454502 0.0 0.0 0.1 0.0154
H -3.098088 -0.446938 -0.513617 0.0 0.0 0.0 0.0059
H -5.513100 -0.320276 0.041456 0.0 0.0 0.0 -0.0018
C 4.706913 -0.196808 -5.299309 0.0 0.1 0.1 0.0001
C 4.796155 0.723898 -4.072648 0.0 0.1 0.0 0.0000
C 6.241556 1.214118 -3.895558 -0.1 0.0 0.0 -0.0001
C 3.902668 1.938187 -4.341703 0.0 0.0 0.0 0.0000
C 4.374757 -0.020292 -2.802711 0.1 -0.1 -0.1 -0.0002
C 4.914034 -1.278122 -2.528776 0.0 0.0 0.0 0.0004
C 4.594623 -2.002404 -1.381838 -0.1 0.0 0.1 -0.0002
C 3.714290 -1.424832 -0.496132 0.0 0.2 -0.1 0.0038
O 3.228553 -1.900036 0.684314 0.1 0.0 0.0 0.0012
B 2.375393 -0.890826 1.191770 -0.1 -0.1 -0.1 0.0265
O 2.360132 0.186502 0.283247 0.0 0.1 -0.1 0.0131
C 3.182774 -0.162489 -0.742378 0.1 -0.3 0.0 0.0051
C 3.491908 0.550291 -1.880923 -0.1 0.1 0.1 0.0026
H 4.954953 0.361072 -6.205565 0.0 0.0 0.0 0.0000
H 3.693812 -0.590231 -5.398763 0.0 0.0 0.0 0.0000
H 5.393819 -1.038850 -5.228614 0.0 0.0 0.0 0.0000
H 6.564132 1.799573 -4.761436 0.0 0.0 0.0 0.0000
H 6.926044 0.373032 -3.773237 0.0 0.0 0.0 0.0000
H 6.315082 1.842389 -3.006155 0.0 0.0 0.0 0.0000
H 4.171858 2.384593 -5.301045 0.0 0.0 0.0 0.0000
H 4.025076 2.702772 -3.572789 0.0 0.0 0.0 0.0000
H 2.850346 1.651346 -4.383486 0.0 0.0 0.0 0.0000
H 5.620072 -1.724767 -3.216864 0.0 0.0 -0.1 0.0000
H 5.016939 -2.982422 -1.202426 0.0 0.0 0.0 0.0000
H 3.043323 1.522577 -2.032745 0.0 0.0 0.0 0.0003
```
Forces are in eV/Å.

- Which of these has the highest total charge?
  C30H28BFN3O4OsS

- The lowest total charge belongs to which entry?
  C30H28BBrCaCl3FIMgNO21

- Which formula does entry 2 have?
  C30H28BFN3O4OsS